(1)
The following is a quantum chemistry calculation of a molecular structure, C17H26ClGaO2P2 at a distorted geometry, from OMol25.

The value obtained for the frontier orbital gap is 7.1 eV. Its net charge is +2.

Geometry (Å):
C: 4.356 0.993 -3.384
C: 3.120 0.927 -2.561
H: 4.127 1.509 -4.330
H: 4.720 -0.027 -3.606
H: 5.143 1.558 -2.851
O: 2.041 1.449 -2.772
Cl: 3.333 -0.153 -0.985
Ga: 0.870 0.106 -0.556
P: 0.378 -1.829 -1.810
C: -1.269 -1.837 -2.558
C: 1.538 -2.164 -3.156
H: 1.113 -2.953 -3.787
H: -0.147 -4.106 -1.216
H: 2.497 -2.511 -2.760
H: 1.490 -3.638 -0.649
H: -1.364 -1.064 -3.329
H: 1.693 -1.278 -3.779
C: 0.450 -3.303 -0.761
H: -1.428 -2.823 -3.013
H: 0.034 -3.062 0.222
H: -2.033 -1.669 -1.792
P: 1.194 2.070 0.700
C: -0.223 3.200 0.752
C: 1.511 1.595 2.422
H: 3.521 2.483 0.136
H: 2.741 3.890 0.922
H: 2.410 3.527 -0.800
C: 2.607 3.087 0.185
H: 2.570 1.329 2.548
H: 1.253 2.436 3.080
H: 0.014 4.007 1.460
H: -1.119 2.669 1.093
H: 0.878 0.737 2.667
H: -0.415 3.630 -0.239
C: -0.786 1.305 -1.874
O: -1.543 1.862 -2.521
C: -0.539 -0.392 0.731
C: -1.516 -0.508 1.488
C: -2.633 -0.730 2.345
C: -2.739 -1.921 3.097
C: -3.817 -2.129 3.953
C: -4.832 -1.182 4.085
C: -4.762 -0.024 3.308
C: -3.691 0.205 2.442
H: -1.966 -2.681 2.985
H: -3.872 -3.050 4.521
H: -5.668 -1.345 4.766
H: -5.566 0.705 3.366
H: -3.672 1.097 1.812

natural (NBO) population analysis, charges in e, atoms 1 to 8:
1 C -0.753
2 C 0.674
3 H 0.290
4 H 0.287
5 H 0.298
6 O -0.482
7 Cl -0.056
8 Ga 0.926

***

(2)
The following is a quantum chemistry calculation of 3 unconnected molecules or ions with the total composition C9H14BrNO6P at a distorted geometry, from OMol25.

The value obtained for the frontier orbital gap is 6.3 eV. Its net charge is -1.

Geometry (Å):
Br: -0.795 1.579 -4.608
C: 0.079 -1.331 -2.353
C: 1.335 -1.910 -2.194
C: 1.612 -2.716 -1.111
C: 0.619 -2.910 -0.158
C: -0.618 -2.295 -0.254
C: -0.886 -1.504 -1.369
N: 0.886 -3.808 0.964
O: 0.001 -3.985 1.779
O: 2.023 -4.230 1.078
H: -0.099 -0.658 -3.189
H: 2.084 -1.648 -2.930
H: 2.607 -3.125 -1.000
H: -1.370 -2.472 0.498
H: -1.836 -0.986 -1.397
C: -2.039 3.757 2.141
O: -1.550 2.455 2.420
P: -0.913 1.474 1.378
O: -1.603 0.206 1.202
O: -0.770 2.394 0.112
C: 0.058 2.013 -1.007
O: 0.534 1.304 1.999
C: 1.390 0.288 1.487
H: -1.881 4.362 3.037
H: -3.110 3.711 1.945
H: -1.504 4.214 1.315
H: -0.369 2.373 -1.937
H: 0.192 0.934 -1.071
H: 1.053 2.452 -0.879
H: 2.238 0.750 0.982
H: 0.870 -0.381 0.799
H: 1.760 -0.311 2.321

natural (NBO) population analysis, charges in e, atoms 1 to 8:
1 Br -0.971
2 C -0.187
3 C -0.224
4 C -0.228
5 C 0.048
6 C -0.199
7 C -0.200
8 N 0.520

***

(3)
The following is a quantum chemistry calculation of a molecular structure, CH33O16Pb at a distorted geometry, from OMol25.

The value obtained for the frontier orbital gap is 8.4 eV. Its net charge is +1.

Geometry (Å):
Pb: -0.663 1.338 2.463
C: 0.113 -0.227 -0.324
O: -0.895 0.186 0.559
H: 0.834 0.535 -0.541
H: -0.385 -0.523 -1.286
H: 0.612 -1.114 0.079
O: -0.925 -0.593 -3.863
H: -0.298 0.076 -3.639
H: -0.784 -1.288 -3.282
O: 0.090 -2.581 3.053
H: -0.623 -2.628 2.405
H: 0.679 -1.920 2.718
O: 2.384 -2.650 -1.319
H: 1.500 -2.432 -1.201
H: 2.760 -1.821 -1.608
O: 0.604 1.829 -3.404
H: -0.078 2.087 -2.768
H: 0.507 2.428 -4.102
O: -2.139 2.805 1.289
H: -1.673 3.588 1.062
H: -2.984 3.123 1.541
O: -3.560 -0.210 -0.471
H: -2.680 -0.153 -0.124
H: -3.958 0.627 -0.313
O: 2.866 -2.368 1.621
H: 2.839 -2.165 0.662
H: 3.528 -1.738 1.929
O: -2.863 0.094 2.616
H: -3.784 0.307 2.615
H: -2.930 -0.623 3.149
O: -0.626 -3.020 -2.167
H: -0.793 -2.901 -1.229
H: -0.691 -4.004 -2.355
O: 3.381 0.165 0.252
H: 3.559 0.908 0.817
H: 3.169 0.614 -0.595
O: -1.320 -2.538 0.566
H: -1.207 -1.587 0.402
H: -2.281 -2.752 0.669
O: 1.521 -0.058 2.689
H: 1.721 -0.453 3.543
H: 1.952 -0.614 2.028
O: -1.412 2.035 -1.396
H: -1.109 1.332 -0.795
H: -1.923 2.613 -0.841
O: 0.661 2.848 1.153
H: 1.595 2.749 1.467
H: 0.401 3.716 0.751
O: 2.146 2.538 -1.402
H: 1.800 2.187 -2.219
H: 1.364 2.233 -0.855

natural (NBO) population analysis, charges in e, atoms 1 to 8:
1 Pb 1.549
2 C -0.314
3 O -1.014
4 H 0.163
5 H 0.210
6 H 0.176
7 O -0.948
8 H 0.466

***

(4)
The following is a quantum chemistry calculation of a molecular structure, CH3INO at a distorted geometry, from OMol25.

The value obtained for the frontier orbital gap (spin up / spin down) is 6.8 / 6.7 eV. Its net charge is -1.

Geometry (Å):
C: 0.288 -0.068 0.137
N: 1.424 -0.873 0.489
O: 1.911 -1.481 -1.462
I: 3.016 0.318 0.789
H: 0.335 0.687 -0.613
H: -0.383 -0.739 -0.507
H: -0.358 0.349 0.976

How is the electron density shared among the atoms? According to natural (NBO), the charges in e are:
1 C -0.486
2 N -0.492
3 O -0.738
4 I 0.159
5 H 0.183
6 H 0.215
7 H 0.159

***

(5)
The following is a quantum chemistry calculation of a single C5H11NO2 molecule at a distorted geometry, from OMol25.

The value obtained for the frontier orbital gap is 10.7 eV. The SMILES is CCN(C=O)CCO.

Geometry (Å):
C: -0.487 0.505 -1.201
N: -0.221 -0.471 -0.266
C: -1.432 -1.245 0.074
C: -2.617 -0.411 0.574
C: 0.486 -0.008 0.941
C: 1.949 -0.373 0.927
O: 2.701 0.415 0.008
O: 0.004 1.609 -1.206
H: -1.109 0.092 -2.012
H: -1.755 -1.805 -0.810
H: -1.167 -2.076 0.729
H: -2.340 0.544 1.009
H: -3.229 -1.042 1.221
H: -3.231 -0.166 -0.287
H: 0.315 1.061 1.067
H: 0.022 -0.482 1.805
H: 2.336 -0.222 1.934
H: 2.072 -1.402 0.585
H: 2.128 0.833 -0.642

natural (NBO) population analysis, charges in e, atoms 1 to 8:
1 C 0.539
2 N -0.447
3 C -0.223
4 C -0.646
5 C -0.269
6 C -0.061
7 O -0.732
8 O -0.601

***

(6)
The following is a quantum chemistry calculation of a molecular structure, C14H9F5HfNO4S6, from OMol25.

The value obtained for the frontier orbital gap is 7.0 eV. Its net charge is -1.

Geometry (Å):
Hf: 0.958 -1.205 -0.580
S: 0.570 -3.935 6.461
C: 0.657 -3.318 4.941
S: -0.727 -3.001 3.954
C: 0.109 -2.358 2.559
C: 1.445 -2.309 2.645
S: 2.485 -1.616 1.435
S: 2.133 -2.897 4.144
S: -0.799 -1.801 1.182
C: -2.520 4.393 1.899
C: -2.128 3.361 0.875
C: -2.924 3.119 -0.240
C: -2.552 2.182 -1.190
C: -1.369 1.477 -1.024
C: -0.550 1.713 0.077
C: -0.941 2.650 1.018
S: -0.973 0.186 -2.176
O: -1.151 -1.084 -1.412
O: -1.805 0.365 -3.324
N: 0.571 0.137 -2.347
C: 1.420 1.278 -2.611
C: 2.583 1.199 -1.617
O: 3.492 1.989 -1.675
O: 2.456 0.232 -0.732
H: -3.587 4.609 1.861
H: -1.982 5.326 1.713
H: -2.268 4.061 2.906
H: -3.853 3.664 -0.362
H: -3.163 1.976 -2.058
H: 0.405 1.218 0.236
H: -0.309 2.829 1.880
H: 0.917 2.237 -2.458
H: 1.820 1.265 -3.624
F: 3.250 -3.155 -1.432
C: 1.922 -3.031 -1.772
F: 1.908 -2.820 -3.139
C: 1.292 -4.413 -1.559
F: 1.028 -4.610 -0.256
F: 0.125 -4.481 -2.222
F: 2.057 -5.430 -1.977

natural (NBO) population analysis, charges in e, atoms 1 to 8:
1 Hf 1.913
2 S -0.136
3 C -0.567
4 S 0.465
5 C -0.412
6 C -0.396
7 S -0.212
8 S 0.471

***

(7)
The following is a quantum chemistry calculation of a molecular structure, C28H49ClMgN7O4 at a distorted geometry, from OMol25.

The value obtained for the frontier orbital gap is 9.6 eV. Its net charge is +1.

Geometry (Å):
Mg: 0.265 0.313 -3.724
Cl: -0.440 -0.269 -0.151
O: -0.169 -1.709 -0.045
O: -0.386 0.027 -1.564
O: -1.794 0.050 0.259
O: 0.542 0.482 0.540
C: 4.329 -1.861 4.127
C: 3.224 -0.831 4.285
C: 2.766 -0.164 3.002
C: 3.783 0.710 2.392
N: 4.578 1.392 1.923
H: 4.137 -2.712 3.463
H: 4.484 -2.340 5.095
H: 5.252 -1.432 3.729
H: 3.503 -0.036 4.985
H: 2.433 -1.324 4.858
H: 1.817 0.362 3.070
H: 2.603 -0.990 2.299
C: -4.822 -0.392 -1.147
C: -4.965 0.920 -1.913
C: -4.589 0.871 -3.383
C: -3.182 0.472 -3.670
N: -2.070 0.277 -3.854
H: -4.847 -0.127 -0.091
H: -3.874 -0.854 -1.401
H: -5.664 -1.053 -1.353
H: -4.387 1.700 -1.403
H: -5.956 1.363 -1.777
H: -4.621 1.878 -3.803
H: -5.207 0.147 -3.915
C: 3.686 3.820 -2.070
C: 2.499 3.792 -1.077
C: 1.169 4.196 -1.689
C: 0.594 3.155 -2.513
N: 0.116 2.372 -3.204
H: 4.459 3.133 -1.740
H: 4.009 4.845 -2.226
H: 3.336 3.415 -3.026
H: 2.704 4.499 -0.274
H: 2.429 2.789 -0.656
H: 1.149 5.123 -2.270
H: 0.404 4.348 -0.918
C: -3.804 -0.719 3.350
C: -2.804 -1.775 2.931
C: -1.470 -1.376 3.596
C: -1.506 -1.358 5.079
N: -1.630 -1.380 6.223
H: -4.823 -1.007 3.081
H: -3.640 0.202 2.775
H: -3.743 -0.418 4.394
H: -2.637 -1.804 1.854
H: -3.151 -2.785 3.153
H: -1.098 -0.361 3.434
H: -0.673 -2.115 3.466
C: 5.424 -1.777 -2.868
C: 4.719 -2.092 -1.549
C: 3.201 -2.259 -1.772
C: 2.556 -1.098 -2.394
N: 2.109 -0.161 -2.870
H: 5.200 -0.768 -3.227
H: 5.222 -2.409 -3.735
H: 6.506 -1.806 -2.734
H: 4.964 -1.327 -0.813
H: 5.158 -2.989 -1.114
H: 2.653 -2.470 -0.850
H: 3.014 -3.126 -2.407
C: -1.101 4.234 1.195
C: -1.614 3.758 2.538
C: -0.806 2.587 3.017
C: 0.564 2.927 3.474
N: 1.619 3.181 3.839
H: -1.276 3.499 0.400
H: -0.056 4.534 1.280
H: -1.681 5.056 0.760
H: -2.684 3.552 2.455
H: -1.582 4.551 3.291
H: -0.755 1.770 2.294
H: -1.243 2.090 3.892
C: -2.342 -3.681 -1.543
C: -2.626 -4.151 -2.991
C: -1.331 -4.069 -3.828
C: -0.633 -2.782 -3.814
N: -0.007 -1.830 -3.903
H: -1.594 -4.327 -1.089
H: -3.269 -3.648 -0.980
H: -1.918 -2.676 -1.603
H: -3.392 -3.557 -3.489
H: -3.004 -5.169 -2.916
H: -1.616 -4.112 -4.886
H: -0.701 -4.914 -3.563

Löwdin population analysis, charges in e, atoms 1 to 8:
1 Mg 0.722
2 Cl 0.656
3 O -0.351
4 O -0.470
5 O -0.334
6 O -0.319
7 C -0.110
8 C -0.264

***

(8)
The following is a quantum chemistry calculation of a molecular structure, C30H35N4NdO4S2Si at a distorted geometry, from OMol25.

The value obtained for the frontier orbital gap (spin up / spin down) is 8.0 / 8.1 eV. The expectation value of S² is 3.75. Its net charge is +2. As for the spin multiplicity: 4.

Geometry (Å):
Nd: -0.669 0.748 -0.015
C: -3.983 2.024 0.239
O: -2.817 2.059 -0.581
C: -3.136 2.379 -1.936
C: -1.826 2.383 -2.739
O: -0.958 1.296 -2.387
C: -1.206 0.063 -3.081
C: -2.443 -0.697 -2.571
O: -2.479 -0.583 -1.150
C: -3.205 -1.637 -0.509
H: -4.416 3.025 0.327
H: -3.669 1.669 1.223
H: -4.732 1.342 -0.176
H: -3.606 3.370 -1.996
H: -3.852 1.646 -2.329
H: -1.270 3.295 -2.497
H: -2.045 2.375 -3.812
H: -0.313 -0.550 -2.889
H: -1.294 0.251 -4.157
H: -2.354 -1.747 -2.871
H: -3.375 -0.309 -3.003
H: -2.741 -2.607 -0.713
H: -4.244 -1.649 -0.850
H: -3.175 -1.437 0.567
N: -0.006 4.414 -0.866
C: -0.354 4.215 0.435
N: -0.496 3.024 0.971
C: -0.902 3.127 2.299
C: -1.067 4.406 2.739
S: -0.699 5.540 1.500
C: -1.112 1.906 3.063
C: -1.311 1.805 4.406
S: -1.448 0.158 4.892
C: -1.257 -0.321 3.224
N: -1.098 0.691 2.388
N: -1.338 -1.590 2.812
H: 0.658 3.757 -1.265
H: 0.159 5.378 -1.119
H: -1.378 4.743 3.705
H: -1.374 2.592 5.130
H: -1.340 -2.334 3.494
H: -0.933 -1.795 1.884
O: -0.236 -1.387 0.298
Si: 1.332 -1.674 0.134
C: 1.908 0.203 -0.002
C: 2.070 1.034 1.123
C: 2.464 2.364 0.989
C: 2.662 2.904 -0.275
C: 2.452 2.122 -1.404
C: 2.069 0.789 -1.267
C: 2.079 -2.531 1.638
C: 3.239 -2.110 2.282
C: 3.746 -2.812 3.362
C: 3.108 -3.954 3.817
C: 1.956 -4.389 3.183
C: 1.450 -3.683 2.108
C: 1.741 -2.503 -1.524
C: 0.707 -2.841 -2.395
C: 0.952 -3.471 -3.602
C: 2.250 -3.795 -3.959
C: 3.293 -3.478 -3.105
C: 3.039 -2.839 -1.904
H: 2.008 0.606 2.122
H: 2.670 2.961 1.868
H: 3.036 3.911 -0.388
H: 2.660 2.521 -2.388
H: 2.049 0.154 -2.149
H: 3.766 -1.237 1.921
H: 4.653 -2.477 3.838
H: 3.511 -4.505 4.653
H: 1.460 -5.289 3.514
H: 0.569 -4.047 1.600
H: -0.309 -2.627 -2.088
H: 0.140 -3.718 -4.270
H: 2.439 -4.297 -4.894
H: 4.307 -3.726 -3.378
H: 3.859 -2.605 -1.243

Löwdin population analysis, charges in e, atoms 1 to 8:
1 Nd 1.946
2 C -0.042
3 O -0.336
4 C -0.149
5 C -0.124
6 O -0.289
7 C -0.127
8 C -0.151

***

(9)
The following is a quantum chemistry calculation of a single C3H4F2O molecule at a distorted geometry, from OMol25.

The value obtained for the frontier orbital gap is 10.4 eV. The SMILES is OCC=C(F)F.

Geometry (Å):
C: 0.482 -0.443 0.586
C: 1.516 0.128 0.024
C: -0.976 -0.260 -0.122
O: -1.233 1.074 -0.108
F: 2.726 0.092 0.530
F: 1.480 0.725 -1.168
H: 0.663 -1.137 1.438
H: -0.647 -0.678 -1.229
H: -1.860 -0.818 0.226
H: -2.151 1.316 -0.178

natural (NBO) population analysis, charges in e, atoms 1 to 8:
1 C -0.402
2 C 0.740
3 C -0.058
4 O -0.719
5 F -0.300
6 F -0.308
7 H 0.233
8 H 0.150

***

(10)
The following is a quantum chemistry calculation of a single C2H5N3O molecule at a distorted geometry, from OMol25.

The value obtained for the frontier orbital gap is 10.5 eV. The SMILES is [H]/N=C\NC(N)=O.

Geometry (Å):
N: 1.360 0.111 1.572
C: 1.073 -0.279 0.271
O: 1.878 -0.814 -0.457
N: -0.230 0.063 -0.117
C: -0.922 -0.179 -1.314
N: -2.134 0.146 -1.527
H: 2.245 -0.241 1.913
H: 0.625 0.106 2.264
H: -0.757 0.641 0.529
H: -0.617 -0.277 -2.339
H: -2.522 0.725 -0.795

natural (NBO) population analysis, charges in e, atoms 1 to 8:
1 N -0.847
2 C 0.791
3 O -0.606
4 N -0.664
5 C 0.251
6 N -0.650
7 H 0.406
8 H 0.385

***

(11)
The following is a quantum chemistry calculation of 2 unconnected molecules or ions with the total composition C9H20OSi2 at a distorted geometry, from OMol25.

The value obtained for the frontier orbital gap is 5.5 eV.

Geometry (Å):
C: 0.895 0.847 3.460
C: -0.750 -3.030 -0.307
C: 1.099 -0.286 2.759
C: 0.036 -2.829 0.776
C: 1.951 1.079 0.115
C: -2.683 0.092 0.673
C: 0.156 1.446 -3.941
C: 1.374 1.718 -1.198
C: -2.146 -0.779 1.762
O: -0.159 -0.605 -1.719
Si: 0.789 0.337 -2.477
Si: -0.236 -1.252 1.809
H: 1.695 1.360 3.918
H: -0.033 1.393 3.438
H: -0.507 -3.626 -1.069
H: -1.767 -2.541 -0.425
H: 2.124 -0.680 2.825
H: 1.061 -3.261 0.790
H: 1.363 1.577 0.998
H: 1.530 0.022 0.267
H: 3.003 1.246 0.347
H: -3.681 -0.179 0.349
H: -2.542 1.139 0.799
H: -1.983 -0.053 -0.269
H: -0.897 1.316 -3.700
H: 0.398 2.453 -3.932
H: 0.361 1.113 -4.925
H: 1.995 2.489 -1.665
H: 0.516 2.223 -0.885
H: -2.505 -1.824 1.614
H: -2.449 -0.430 2.750
H: 1.990 -0.476 -2.939

natural (NBO) population analysis, charges in e, atoms 1 to 8:
1 C -0.251
2 C -0.129
3 C -0.753
4 C -0.800
5 C -0.588
6 C -0.665
7 C -1.115
8 C -0.860

***

(12)
The following is a quantum chemistry calculation of a single C3H3NO2P2 molecule at a distorted geometry, from OMol25.

The value obtained for the frontier orbital gap (spin up / spin down) is 6.9 / 7.2 eV.

Geometry (Å):
C: 0.216 0.219 -0.224
C: -0.575 -0.935 -0.234
C: 1.714 0.238 0.143
N: -1.939 -0.554 -0.112
O: -0.493 1.402 -0.239
O: -0.252 -2.100 -0.485
P: -2.751 -0.058 1.235
P: -2.128 1.161 -0.457
H: 2.118 1.097 -0.454
H: 2.205 -0.653 -0.441
H: 1.885 0.183 1.269

natural (NBO) population analysis, charges in e, atoms 1 to 8:
1 C 0.318
2 C 0.484
3 C -0.691
4 N -0.987
5 O -0.731
6 O -0.515
7 P 0.430
8 P 0.941